a.
Computed, not measured: a 2-piece molecular cluster, C4H9N overall, with ωB97M-V with the def2-TZVPD basis set.

```
14
C4H9N ωB97M-V with the def2-TZVPD basis set
N 1.612 -0.134 0.254
C -3.112 0.078 0.848
C 3.000 0.265 0.407
C -2.742 0.296 -0.421
C 1.211 -0.634 -0.835
H 0.141 -0.824 -0.814
H 1.819 -1.072 -1.626
H -3.516 0.216 -1.193
H 3.037 1.314 0.726
H 3.403 -0.356 1.221
H -4.087 -0.320 1.096
H -2.618 0.635 1.661
H -1.751 0.412 -0.821
H 3.603 0.124 -0.503
```

Summary:
SMILES = C=NC.C=C
HOMO = -9.6 eV
Frontier orbital gap = 10.789 eV

b.
Computed, not measured: a 2-piece molecular cluster, C4H9N overall, with ωB97M-V with the def2-TZVPD basis set.

```
14
C4H9N ωB97M-V with the def2-TZVPD basis set
N 0.978 1.776 -0.003
C -0.273 -4.005 0.062
C -0.279 2.178 0.487
C -0.880 3.370 0.448
C 0.362 -3.234 -0.860
H -0.179 -4.144 1.214
H -1.802 3.591 0.869
H -0.789 1.309 0.786
H -1.286 -4.420 -0.260
H -0.199 -2.837 -1.669
H -0.177 3.992 -0.172
H 1.387 -3.011 -0.667
H 1.464 2.395 -0.515
H 1.152 0.834 -0.388
```

Summary:
SMILES = C=CN.C=C
HOMO = -8.3 eV
Frontier orbital gap = 9.220 eV

c.
Computed, not measured: an isolated molecule of C4H9N, with ωB97M-V with the def2-TZVPD basis set.

```
14
C4H9N ωB97M-V with the def2-TZVPD basis set
N 0.176 -1.204 -1.852
C 0.442 0.113 -1.263
C -0.377 0.987 1.029
C 0.369 -0.084 0.301
C -1.140 0.583 2.056
H 0.176 -1.229 -2.868
H -0.001 -1.088 0.518
H -0.217 2.038 0.862
H -1.212 -0.479 2.265
H -1.618 1.221 2.791
H -0.344 0.843 -1.445
H 0.922 -1.832 -1.561
H 1.381 -0.335 0.679
H 1.441 0.465 -1.511
```

Summary:
SMILES = C=CCCN
HOMO = -9.2 eV
Frontier orbital gap = 10.413 eV

d.
Computed, not measured: a 2-piece molecular cluster, C4H9N overall, with ωB97M-V with the def2-TZVPD basis set.

```
14
C4H9N ωB97M-V with the def2-TZVPD basis set
N -0.551 -0.492 0.299
C -1.455 -1.573 0.026
C 0.695 -0.248 0.081
C 0.933 1.688 -0.749
C 0.105 0.281 1.383
H -1.010 -2.515 0.371
H 1.904 2.159 -0.557
H 0.174 2.444 -0.988
H 0.491 1.432 0.463
H 1.039 1.095 -1.668
H -1.655 -1.644 -1.048
H 1.459 -0.830 -0.418
H 0.268 -0.382 2.250
H -2.396 -1.416 0.556
```

Summary:
SMILES = CN1C=C1.C
HOMO = -7.6 eV
Frontier orbital gap = 8.256 eV

Winner for stability: c

a.
Computed, not measured: a 2-piece molecular cluster, C4H9N overall, with ωB97M-V with the def2-TZVPD basis set.

```
14
C4H9N ωB97M-V with the def2-TZVPD basis set
N 2.009 -0.461 -0.947
C 0.822 -1.461 -1.071
C -1.046 0.794 1.113
C -2.392 0.479 0.952
C 1.995 0.759 -0.491
H -3.223 0.993 1.422
H -0.446 0.648 0.225
H 0.083 -1.411 -1.954
H -0.892 1.345 2.095
H -2.585 -0.460 0.490
H 1.460 -2.346 -1.116
H 0.248 -1.445 -0.112
H 1.290 1.434 -0.900
H 2.675 1.130 0.294
```

Summary:
SMILES = C=NC.C=C
HOMO = -8.5 eV
Frontier orbital gap = 9.276 eV

b.
Computed, not measured: an isolated molecule of C4H9N, with ωB97M-V with the def2-TZVPD basis set.

```
14
C4H9N ωB97M-V with the def2-TZVPD basis set
N 0.323 -0.209 -0.490
C -0.327 0.889 -1.127
C 0.115 1.818 -2.067
C -0.493 -0.618 0.690
C 0.322 -1.468 1.608
H 0.342 -2.492 1.279
H -0.706 2.425 -2.530
H 1.445 -1.255 1.743
H 1.344 0.062 -0.256
H 0.064 -1.499 2.776
H -1.333 -1.213 0.307
H 1.058 2.357 -2.020
H -0.756 0.346 0.991
H -1.399 0.858 -0.905
```

Summary:
SMILES = C=CNCC
HOMO = -8.1 eV
Frontier orbital gap = 9.201 eV

c.
Computed, not measured: an isolated molecule of C4H9N, with ωB97M-V with the def2-TZVPD basis set.

```
14
C4H9N ωB97M-V with the def2-TZVPD basis set
N -0.451 0.210 0.331
C -1.547 -0.384 1.103
C 0.965 0.056 0.741
C 0.908 0.039 -1.730
C 0.522 -0.686 -0.459
H 0.212 -0.162 -2.553
H -0.652 1.142 -0.029
H 1.088 -0.449 1.701
H 1.505 1.012 0.683
H 0.999 1.146 -1.629
H -2.354 0.347 1.220
H 1.892 -0.324 -2.049
H -1.186 -0.675 2.093
H -1.901 -1.271 0.576
```

Summary:
HOMO = -7.1 eV
Frontier orbital gap = 8.113 eV

Winner for stability: b

a.
Computed, not measured: an isolated molecule of C4H9N, with ωB97M-V with the def2-TZVPD basis set.

```
14
C4H9N ωB97M-V with the def2-TZVPD basis set
N -0.199 -0.190 -0.521
C 0.631 0.895 0.033
C -0.827 -0.534 0.857
C 0.585 -0.926 -1.454
C -0.399 0.923 1.171
H 0.779 1.733 -0.613
H 1.180 -0.183 -2.045
H -0.112 1.163 2.206
H -1.894 -0.812 0.906
H -0.117 -1.452 1.362
H -1.359 1.500 0.716
H 0.125 -1.571 -2.081
H 1.254 -1.633 -0.846
H 1.597 0.428 0.396
```

Summary:
SMILES = CN1CCC1
HOMO = -8.3 eV
Frontier orbital gap = 9.522 eV

b.
Computed, not measured: an isolated molecule of C4H9N, with ωB97M-V with the def2-TZVPD basis set.

```
14
C4H9N ωB97M-V with the def2-TZVPD basis set
N 0.594 0.610 -0.677
C -0.518 -1.251 0.996
C 0.027 0.119 0.540
C -0.359 1.060 -1.690
C 0.791 -0.733 1.509
H -1.160 0.368 -2.120
H 1.322 0.096 -1.130
H -1.012 1.882 -1.331
H 1.711 -0.964 1.126
H -1.398 -1.248 1.670
H 0.858 -0.276 2.597
H 0.084 1.440 -2.614
H -0.390 -2.057 0.251
H -0.551 0.953 0.872
```

Summary:
SMILES = CNC1CC1
HOMO = -8.3 eV
Frontier orbital gap = 9.547 eV

c.
Computed, not measured: an isolated molecule of C4H9N, with ωB97M-V with the def2-TZVPD basis set.

```
14
C4H9N ωB97M-V with the def2-TZVPD basis set
N -0.338 -0.002 -0.021
C 1.434 0.762 -1.493
C -2.011 -1.165 1.253
C 1.085 0.430 -0.053
C -0.986 -0.295 1.161
H -2.852 -0.974 1.904
H 1.593 -0.485 0.268
H -0.740 -0.344 -0.879
H -1.948 -2.091 0.696
H 2.348 1.347 -1.501
H 1.554 -0.197 -1.988
H -0.977 0.534 1.878
H 1.176 1.133 0.770
H 0.663 1.347 -1.993
```

Summary:
SMILES = C=CNCC
HOMO = -7.8 eV
Frontier orbital gap = 8.934 eV

Winner for stability: c

a.
Computed, not measured: C4H9N as an isolated structure, with ωB97M-V with the def2-TZVPD basis set.

```
14
C4H9N ωB97M-V with the def2-TZVPD basis set
N -0.191 -0.402 0.514
C 0.450 0.706 -0.128
C 0.770 1.669 1.003
C -0.971 0.197 1.546
C -0.107 1.353 2.054
H -1.221 -0.494 2.355
H -0.132 -5.251 -6.708
H 1.323 0.385 -0.691
H -1.932 0.655 1.215
H 1.362 2.566 0.885
H 0.209 -5.454 -6.043
H -0.354 1.991 2.895
H 1.034 0.805 1.898
H -0.240 1.273 -0.797
```

Summary:
HOMO = -6.4 eV
Frontier orbital gap = 6.231 eV

b.
Computed, not measured: a 2-piece molecular cluster, C4H9N overall, with ωB97M-V with the def2-TZVPD basis set.

```
14
C4H9N ωB97M-V with the def2-TZVPD basis set
N -0.424 -0.804 1.566
C 1.405 0.250 -1.124
C -1.195 0.355 1.465
C 0.902 -0.875 -1.655
C -1.643 0.785 0.290
H -0.113 -1.218 -1.687
H 1.619 -1.366 -2.275
H 0.175 -0.983 0.832
H 0.987 1.235 -1.077
H -1.274 0.337 -0.618
H -1.219 0.976 2.394
H 0.139 -0.720 2.453
H -1.824 1.844 0.219
H 2.466 0.185 -0.784
```

Summary:
SMILES = C=CN.C=C
HOMO = -8.4 eV
Frontier orbital gap = 9.372 eV

Winner for stability: b

a.
Computed, not measured: an isolated molecule of C4H9N, with ωB97M-V with the def2-TZVPD basis set.

```
14
C4H9N ωB97M-V with the def2-TZVPD basis set
N -0.896 0.730 1.266
C -0.034 -2.136 -0.486
C 0.439 -0.953 -0.014
C 0.457 1.621 -0.568
C -0.347 0.389 -0.078
H -1.567 -0.019 1.568
H -1.191 0.274 -0.732
H 1.024 1.349 -1.514
H -0.070 0.511 1.901
H 0.650 -3.002 -0.299
H -0.239 2.469 -0.629
H 1.214 1.941 0.211
H 1.513 -0.973 0.381
H -0.953 -2.201 -1.010
```

Summary:
SMILES = C=C[C@H](C)N
HOMO = -9.3 eV
Frontier orbital gap = 10.555 eV

b.
Computed, not measured: an isolated molecule of C4H9N, with ωB97M-V with the def2-TZVPD basis set.

```
14
C4H9N ωB97M-V with the def2-TZVPD basis set
N 0.144 -0.272 -0.825
C -0.040 0.616 0.347
C -0.083 -1.187 2.055
C -0.641 -0.103 1.523
C 0.497 0.463 -2.035
H 1.007 0.887 0.488
H -0.296 1.015 -2.547
H -0.687 1.470 0.138
H 1.189 1.251 -1.708
H -0.480 -1.681 2.930
H -1.506 0.374 1.966
H -0.672 -0.841 -1.023
H 0.465 -1.809 1.359
H 1.103 -0.183 -2.667
```

Summary:
SMILES = C=CCNC
HOMO = -8.9 eV
Frontier orbital gap = 9.998 eV

Winner for stability: a

a.
Computed, not measured: an isolated molecule of C4H9N, with ωB97M-V with the def2-TZVPD basis set.

```
14
C4H9N ωB97M-V with the def2-TZVPD basis set
N 0.873 -0.838 0.036
C -1.096 0.769 -0.098
C 1.921 0.160 -0.010
C -0.400 -0.348 0.590
C -1.722 -0.533 -0.162
H 2.186 0.468 0.990
H -1.718 -1.126 -1.013
H -1.503 1.482 0.626
H -0.599 1.207 -0.999
H 0.778 -1.135 -0.947
H -2.672 -0.683 0.363
H 2.776 -0.250 -0.477
H -0.414 -0.282 1.668
H 1.591 1.109 -0.567
```

Summary:
SMILES = CNC1CC1
HOMO = -8.6 eV
Frontier orbital gap = 9.891 eV

b.
Computed, not measured: an isolated molecule of C4H9N, with ωB97M-V with the def2-TZVPD basis set.

```
14
C4H9N ωB97M-V with the def2-TZVPD basis set
N -0.182 0.830 -0.067
C 0.630 -1.156 -1.452
C 0.955 0.304 0.669
C 0.106 -0.593 -0.153
C -1.301 1.208 0.781
H -1.533 0.451 1.552
H 1.428 -1.879 -1.245
H 1.934 0.602 0.299
H -1.056 2.145 1.293
H -2.197 1.375 0.176
H -0.151 -1.666 -2.027
H 1.043 -0.352 -2.070
H -0.573 -1.243 0.404
H 0.868 0.237 1.754
```

Summary:
SMILES = C[C@H]1CN1C
HOMO = -9.1 eV
Frontier orbital gap = 10.371 eV

c.
Computed, not measured: an isolated molecule of C4H9N, with ωB97M-V with the def2-TZVPD basis set.

```
14
C4H9N ωB97M-V with the def2-TZVPD basis set
N -1.153 -0.480 0.226
C 0.088 -0.188 -0.384
C -1.842 0.335 0.940
C 1.046 -1.356 -0.343
C 0.680 1.186 -0.235
H 0.953 1.370 0.809
H -0.865 -0.507 -1.159
H 1.790 -1.276 -1.135
H 0.515 -2.301 -0.449
H -0.032 1.961 -0.528
H -1.527 1.346 1.193
H 1.576 -1.375 0.615
H 1.575 1.285 -0.848
H -2.805 0.000 1.298
```

Summary:
SMILES = C=NC(C)C
HOMO = -8.7 eV
Frontier orbital gap = 9.797 eV

d.
Computed, not measured: an isolated molecule of C4H9N, with ωB97M-V with the def2-TZVPD basis set.

```
14
C4H9N ωB97M-V with the def2-TZVPD basis set
N -0.211 0.758 1.105
C -0.567 1.199 -0.196
C -0.720 -1.291 -0.259
C 0.060 -0.088 -0.055
C 1.479 -0.317 -0.404
H 1.552 -0.526 -1.491
H 1.804 -1.343 0.058
H 2.177 0.538 -0.087
H -0.892 -2.021 0.797
H -1.801 -1.028 -0.549
H -1.047 0.577 1.588
H 0.018 2.043 -0.693
H -0.250 -1.963 -1.195
H -1.592 1.398 -0.675
```

Summary:
SMILES = CC1(C)CN1
HOMO = -9.3 eV
Frontier orbital gap = 10.322 eV

Winner for stability: b